No. 1
Here is C3H10N2O2 as an isolated structure at a distorted geometry from OMol25. Energies are from ωB97M-V/def2-TZVPD.

Computed properties:
HOMO-LUMO gap = 9.2416 eV
LUMO = 0.793 eV
E_tot = -10344.74783 eV
E_HOMO = -8.448 eV

The geometry in ORCA input format:
```
! wB97M-V def2-TZVPD RIJCOSX def2/J DEFGRID3
* xyz 0 1
C -1.48 -0.95 0.07
N -2.11 0.20 -0.39
O -1.14 -0.93 1.40
H -0.73 -0.06 1.59
H -1.35 0.95 -0.55
H -2.60 0.02 -1.26
H -1.98 -1.89 -0.17
H -0.23 -0.83 -0.51
C 2.05 -0.41 0.05
C 0.90 0.18 -0.74
O 0.32 1.55 0.98
N 0.35 1.36 -0.46
H -0.02 2.45 1.07
H 1.02 0.09 -1.82
H 2.98 0.09 -0.20
H 2.14 -1.48 -0.19
H 1.87 -0.35 1.12
*
```

Mulliken atomic charge list, values in e, 2 entries: number 1, C, carries -0.21; number 2, N, carries -0.52



No. 2
Here is a 2-piece molecular cluster, C4H12S overall at a distorted geometry from OMol25. Energies are from ωB97M-V/def2-TZVPD.

Computed properties:
HOMO-LUMO gap = 9.3303 eV
LUMO = 0.839 eV
E_tot = -15176.47936 eV
Structure (SMILES) = CSC.CC
E_HOMO = -8.491 eV

The geometry in ORCA input format:
```
! wB97M-V def2-TZVPD RIJCOSX def2/J DEFGRID3
* xyz 0 1
C 0.50 -1.97 1.66
C 1.18 -2.08 3.05
H 0.33 -2.88 1.05
H 0.95 -1.20 1.03
H -0.54 -1.52 1.86
H 2.16 -2.56 2.95
H 0.40 -2.65 3.60
H 1.06 -1.01 3.44
C 0.25 0.80 -2.71
C -1.58 2.68 -1.45
S -0.86 2.15 -3.03
H 0.74 0.80 -3.76
H -0.14 -0.04 -2.39
H 1.04 1.13 -2.04
H -2.21 1.83 -1.13
H -2.30 3.56 -1.54
H -0.96 2.97 -0.60
*
```

Mulliken atomic charge list, values in e, 2 entries: number 1, C, carries -0.83; number 2, C, carries -0.69



No. 3
Here is C5H3NO as an isolated structure at a distorted geometry from OMol25. Energies are from ωB97M-V/def2-TZVPD.

Computed properties:
HOMO-LUMO gap = 8.9842 eV
LUMO = -0.309 eV
E_tot = -8767.57621 eV
E_HOMO = -9.293 eV

The geometry in ORCA input format:
```
! wB97M-V def2-TZVPD RIJCOSX def2/J DEFGRID3
* xyz 0 1
N 3.03 -0.68 -0.13
C 1.93 -0.33 -0.05
C 0.57 0.06 0.02
C 0.09 1.33 0.21
O -1.20 1.44 0.21
C -1.73 -0.39 0.05
C -0.50 -0.86 -0.05
H 0.80 2.17 0.40
H -2.60 -0.81 -0.51
H -0.38 -1.93 -0.15
*
```

Mulliken atomic charge list, values in e, 2 entries: number 1, N, carries -0.47; number 2, C, carries 0.08